This record from the Open Molecules 2025 dataset describes one molecule with the formula C7H7Br2Cl. The level of theory is the ωB97M-V functional and the def2-TZVPD basis.

Calculated values
- Total charge: 0
- LUMO energy (alpha / beta): -1.0 / 0.0 eV
- Kohn-Sham gap (alpha / beta): 6.8 / 8.3 eV

Geometry (Å):
C -1.39722 -0.74123 0.29978
C -1.96826 0.41935 0.18320
C 0.84653 -0.64631 -1.01708
C 0.76218 0.85489 -1.00471
C 0.64076 0.00646 1.30173
C 0.10822 -1.03774 0.36407
C 0.54024 1.18941 0.42874
Cl 0.77948 2.72203 1.12026
Br -2.59082 -2.37828 0.48750
Br -3.46543 1.23727 -0.30865
H 0.29938 -0.95412 -1.91067
H 1.89046 -1.09518 -1.28972
H 1.59941 1.33403 -1.39043
H 0.01127 1.32602 -1.70397
H 0.07988 0.01258 2.26565
H 1.62176 -0.20563 1.51239
H 0.24217 -2.04354 0.66191

This record from the Open Molecules 2025 dataset describes C7H7Br2N as an isolated structure. The level of theory is the ωB97M-V functional and the def2-TZVPD basis.

Calculated values
- Total charge: 0
- LUMO energy (alpha / beta): -0.9 / -1.1 eV
- Kohn-Sham gap (alpha / beta): 7.6 / 6.6 eV

Geometry (Å):
C -1.46486 1.32405 -0.11129
C -0.39942 1.52044 0.83001
C -1.47094 0.26080 -1.01120
C 0.54307 0.50483 0.90524
C -0.45539 -0.68855 -1.00920
C 0.57893 -0.55252 -0.06025
C 1.64115 -1.48414 -0.03132
N 3.35655 -0.00253 -0.93513
Br 2.67144 1.56558 -0.62160
Br 4.91035 -0.47515 0.12011
H -2.26414 2.06313 -0.36808
H -0.34404 2.39016 1.55245
H -2.11987 0.12260 -1.76216
H 1.38430 0.42475 1.67044
H -0.55688 -1.34552 -1.82896
H 2.18717 -1.48249 0.91398
H 1.52901 -2.26937 -0.70586

This record from the Open Molecules 2025 dataset describes one molecule with the formula C7H7Br2NO2. The level of theory is the ωB97M-V functional and the def2-TZVPD basis.

Calculated values
- Total charge: 0
- Energy above the lowest of the compared OMol25 structures with the same formula, charge and spin: 0.039 eV
- LUMO energy: 0.1 eV
- Kohn-Sham gap: 9.2 eV
- SMILES string: O=[N+]([O-])[C@]1(CBr)CC=CC=C1Br

Geometry (Å):
O -0.12258 -0.93295 2.28746
N -0.94388 -0.39283 1.60550
O -2.14398 -0.40001 1.71326
C -0.39213 0.44131 0.44048
C -0.83546 1.88732 0.54715
Br -0.06007 2.95670 -0.89316
C -0.87108 -0.20340 -0.86962
C -0.03575 -1.29658 -1.49199
C 1.21879 -1.58002 -1.21845
C 1.92221 -0.78633 -0.18565
C 1.35834 0.21392 0.38490
Br 2.18323 1.46692 1.61343
H -0.32916 2.42060 1.38610
H -1.91297 1.89785 0.75091
H -1.03555 0.35854 -1.73602
H -1.81464 -0.66922 -0.53705
H -0.61417 -1.85961 -2.18252
H 1.55447 -2.45228 -1.77743
H 2.87438 -1.06993 0.16270

This record from the Open Molecules 2025 dataset describes one molecule with the formula C7H7ClN2O. The level of theory is the ωB97M-V functional and the def2-TZVPD basis.

Calculated values
- Total charge: 0
- Energy above the lowest of the compared OMol25 structures with the same formula, charge and spin: 0.320 eV
- LUMO energy: 0.7 eV
- Kohn-Sham gap: 9.8 eV
- SMILES string: O=C(CCl)Nc1ccccn1

Geometry (Å):
O -1.67371 2.19166 -0.20188
C -1.93124 0.98634 -0.07272
C -3.44683 0.64038 0.19632
Cl -3.73551 -1.17297 -0.13388
N -1.02379 -0.01963 -0.10054
C 0.41706 -0.07959 -0.04119
C 1.02533 -1.33207 0.00143
C 2.42068 -1.41843 -0.01067
C 3.15949 -0.22898 -0.09634
C 2.45506 1.00183 -0.04181
N 1.09704 1.05413 0.03049
H -3.77805 0.87765 1.22949
H -4.03584 1.34163 -0.53494
H -1.51756 -0.85593 0.11611
H 0.41775 -2.24216 -0.04779
H 2.88953 -2.47504 -0.02257
H 4.20324 -0.22708 -0.18262
H 3.05736 1.95825 -0.08689

This record from the Open Molecules 2025 dataset describes one molecule with the formula C7H7ClN2OS3. The level of theory is the ωB97M-V functional and the def2-TZVPD basis.

Calculated values
- Total charge: 0
- Energy above the lowest of the compared OMol25 structures with the same formula, charge and spin: 0.857 eV
- LUMO energy: -0.9 eV
- Kohn-Sham gap: 7.0 eV
- SMILES string: Nc1ccc(Cl)c(C(=S)S)c1NSO

Geometry (Å):
N -1.65202 0.49425 0.44990
C -0.34883 0.72419 0.33728
C 0.12974 2.03544 0.43991
C 1.46941 2.31374 0.18245
C 2.34539 1.28396 -0.02036
Cl 3.92139 1.96882 -0.22435
C 1.96217 -0.08741 -0.10106
C 2.85967 -1.17445 -0.12967
S 2.74590 -2.56436 0.69071
S 4.33311 -0.97171 -1.18388
C 0.62098 -0.29796 0.05601
N 0.05532 -1.65056 -0.04155
S -0.35806 -2.44189 1.32794
O -1.94770 -2.95190 1.01816
H -2.20488 -0.36534 0.29873
H -2.06898 1.37599 0.66127
H -0.46632 2.87255 0.75568
H 1.67784 3.38218 0.41385
H 4.79714 -2.36949 -1.22257
H 0.34514 -2.19695 -0.97416
H -1.99868 -3.82216 0.63481

This record from the Open Molecules 2025 dataset describes one molecule with the formula C7H7ClO. The level of theory is the ωB97M-V functional and the def2-TZVPD basis.

Calculated values
- Total charge: 0
- Energy above the lowest of the compared OMol25 structures with the same formula, charge and spin: 1.200 eV
- LUMO energy (alpha / beta): 0.1 / 0.1 eV
- Kohn-Sham gap (alpha / beta): 7.3 / 7.3 eV
- SMILES string: O/C=C1\C=CC=C(Cl)C1

Geometry (Å):
O 2.78110 -0.63691 -0.12342
C 1.53245 -1.10641 -0.11805
C 0.29524 -0.25642 0.24789
C 0.21363 1.18132 0.33675
C -0.90355 1.91084 0.29599
C -2.12799 1.29448 0.08451
C -2.25480 -0.00910 0.07914
Cl -3.72669 -0.80113 -0.20447
C -1.11928 -1.02960 0.38942
H 3.48615 -1.25844 -0.23349
H 1.43832 -2.14091 -0.12658
H 1.08285 1.81672 0.35764
H -0.74324 3.00398 0.08692
H -2.97868 1.88627 -0.21952
H -1.07414 -1.85586 -0.29565
H -1.41109 -1.46372 1.37346

This record from the Open Molecules 2025 dataset describes one molecule with the formula C7H7ClOS2Si. The level of theory is the ωB97M-V functional and the def2-TZVPD basis.

Calculated values
- Total charge: 0
- Energy above the lowest of the compared OMol25 structures with the same formula, charge and spin: 0.133 eV
- LUMO energy: -0.9 eV
- Kohn-Sham gap: 8.3 eV
- SMILES string: O=C(c1ccccc1)[Si](S)(S)Cl

Geometry (Å):
O 0.28307 -0.77374 -2.31187
C -0.23362 -0.24040 -1.33498
C 0.09284 -0.64277 0.06237
C 1.17760 -1.52334 0.25978
C 1.64002 -1.79658 1.53115
C 1.09864 -1.16795 2.66365
C -0.00864 -0.33128 2.44649
C -0.46381 -0.04712 1.22092
Si -1.36599 1.24275 -1.80471
S -1.05009 1.59258 -3.95937
S -0.26566 2.99999 -0.86628
Cl -3.46109 1.32261 -1.38636
H 1.74984 -2.17048 -0.47500
H 2.42845 -2.52965 1.42552
H 1.54340 -1.28983 3.74661
H -0.61024 0.23054 3.24557
H -1.35912 0.58095 1.23881
H -0.34931 0.45512 -4.12368
H -0.84629 4.08860 -1.57863

This record from the Open Molecules 2025 dataset describes one molecule with the formula C7H7F. The level of theory is the ωB97M-V functional and the def2-TZVPD basis.

Calculated values
- Total charge: 0
- Energy above the lowest of the compared OMol25 structures with the same formula, charge and spin: 0.000 eV
- LUMO energy: 1.0 eV
- Kohn-Sham gap: 10.3 eV
- SMILES string: FCc1ccccc1

Geometry (Å):
F 2.89602 -0.30479 0.83642
C 1.98858 0.65495 0.68156
C 0.66310 0.14192 0.12070
C 0.28540 -1.20499 0.18076
C -1.02749 -1.55475 -0.13423
C -1.88056 -0.56129 -0.63927
C -1.53704 0.78304 -0.70662
C -0.21839 1.10729 -0.35489
H 1.78160 1.06550 1.72154
H 2.42923 1.49188 0.02714
H 1.04389 -1.91996 0.56884
H -1.36026 -2.57617 0.05557
H -2.93225 -0.90548 -0.88041
H -2.20122 1.60853 -1.05058
H 0.06938 2.17432 -0.42654

For each record above, in turn, the calculated calculated total energy values are -159975.49375, -148942.46020, -153037.47933, -24922.35690, -57425.99570, -21939.44311, -51492.21943, -10089.50200 eV.
For each record above, in turn, the calculated max |F| values are 2.906, 4.284, 6.649, 3.513, 3.939, 7.282, 3.291, 2.767 eV/A.